89
Properties=species:S:1:pos:R:3:lowdin_charge:R:1 method="wB97M-V/def2-TZVPD" lumo_ev=2.8 homo_lumo_gap_ev=6.49 total_charge=-1 spin_multiplicity=1 e_tot_ev=-99962.32721
Ga 0.19 0.75 0.07 0.43
C 1.57 -2.47 0.51 -0.21
C 2.88 -1.84 0.99 -0.16
C 2.98 -0.35 0.70 -0.22
N 1.88 0.42 1.22 0.02
C 1.87 0.94 2.43 -0.23
C 2.94 0.78 3.34 -0.03
C 3.04 1.01 4.70 -0.11
C 2.08 1.46 5.59 -0.15
C 0.81 1.90 5.27 -0.11
C 0.24 2.06 4.03 -0.03
C 0.67 1.75 2.72 -0.22
N 0.00 2.11 1.65 0.02
C -1.03 3.11 1.68 -0.20
C -2.25 2.70 0.85 -0.15
C -1.96 2.72 -0.65 -0.20
N -1.32 1.51 -1.08 -0.02
C -1.66 0.85 -2.16 -0.24
C -2.88 1.06 -2.84 -0.04
C -3.49 0.45 -3.91 -0.11
C -2.93 -0.40 -4.85 -0.14
C -1.59 -0.77 -4.88 -0.11
C -0.62 -0.63 -3.91 -0.04
C -0.66 -0.18 -2.56 -0.24
N 0.20 -0.54 -1.63 0.06
C 1.25 -1.48 -1.93 -0.20
C 1.43 -2.68 -0.99 -0.16
H 0.74 -1.86 0.86 0.05
H 1.50 -3.45 0.99 0.11
H 3.73 -2.34 0.51 0.11
H 2.97 -2.00 2.08 0.11
H 2.95 -0.21 -0.38 0.08
H 3.95 0.03 1.05 0.11
H 3.84 0.36 2.90 0.09
H 4.00 0.77 5.14 0.10
H 2.35 1.45 6.64 0.08
H 0.19 2.19 6.12 0.10
H -0.78 2.43 4.10 0.09
H -0.62 4.04 1.25 0.13
H -1.36 3.35 2.69 0.09
H -3.06 3.40 1.07 0.11
H -2.57 1.69 1.14 0.10
H -1.26 3.55 -0.85 0.12
H -2.89 2.95 -1.19 0.10
H -3.54 1.75 -2.33 0.09
H -4.54 0.71 -4.07 0.10
H -3.56 -0.72 -5.67 0.08
H -1.27 -1.27 -5.79 0.10
H 0.35 -0.96 -4.25 0.09
H 2.19 -0.92 -1.99 0.10
H 1.09 -1.95 -2.91 0.10
H 2.32 -3.22 -1.35 0.11
H 0.58 -3.35 -1.13 0.09
C -2.25 -2.80 -1.14 -0.09
N -3.48 -2.20 -0.68 -0.24
C -4.26 -3.14 0.08 -0.13
C -3.25 -0.91 -0.03 -0.17
C -2.47 -0.96 1.26 -0.24
C -3.17 -1.47 2.36 -0.09
C -2.55 -1.78 3.55 -0.11
C -1.20 -1.54 3.65 -0.10
C -0.54 -0.92 2.60 -0.15
C -1.11 -0.59 1.37 -0.07
H -2.47 -3.74 -1.64 0.08
H -1.53 -2.99 -0.33 0.09
H -1.79 -2.12 -1.86 0.07
H -4.54 -3.98 -0.57 0.08
H -5.17 -2.66 0.43 0.08
H -3.73 -3.56 0.95 0.08
H -4.24 -0.48 0.16 0.12
H -2.73 -0.30 -0.75 0.07
H -4.24 -1.63 2.27 0.09
H -3.11 -2.20 4.37 0.09
H -0.66 -1.80 4.55 0.09
H 0.51 -0.72 2.78 0.08
C 1.47 2.26 -1.03 -0.13
C 2.62 1.84 -1.82 -0.33
C 3.92 1.85 -1.30 -0.10
C 4.99 1.31 -1.98 -0.12
C 4.81 0.79 -3.25 -0.14
C 3.56 0.86 -3.84 -0.12
C 2.49 1.40 -3.15 -0.08
H 0.77 2.78 -1.67 0.05
H 1.79 2.94 -0.23 0.05
H 4.08 2.27 -0.31 0.11
H 5.97 1.29 -1.53 0.09
H 5.64 0.34 -3.78 0.08
H 3.42 0.50 -4.86 0.09
H 1.51 1.43 -3.62 0.10

99
Properties=species:S:1:pos:R:3:lowdin_spin:R:1 method="wB97M-V/def2-TZVPD" lumo_ev="0.4 / -0.8" homo_lumo_gap_ev="6.08 / 6.46" spin_multiplicity=5 e_tot_ev=-89674.25711
Ir 1.60 -0.91 -0.59 1.44
O 2.97 -0.67 1.36 0.01
N 4.26 -0.49 1.34 0.00
C 4.85 0.01 2.44 0.00
C 6.19 0.26 2.51 0.00
C 6.98 0.00 1.39 0.00
C 6.39 -0.52 0.27 0.01
C 5.01 -0.80 0.24 0.02
S 4.30 -1.51 -1.13 0.18
H 4.17 0.20 3.26 0.00
H 6.61 0.65 3.42 0.00
H 8.04 0.20 1.41 0.00
H 6.95 -0.73 -0.63 0.00
C -8.50 5.96 4.80 0.00
O -7.13 6.15 5.01 0.04
C -6.26 5.13 4.71 0.09
C -4.93 5.35 5.10 -0.02
C -3.98 4.39 4.89 0.08
C -4.30 3.17 4.26 0.04
C -5.64 2.97 3.86 0.11
C -6.60 3.93 4.10 0.00
N -3.30 2.29 4.10 0.52
N -3.36 1.12 3.62 0.52
C -2.45 0.44 2.94 0.03
C -2.66 -0.94 2.75 0.13
C -1.85 -1.71 1.96 -0.02
C -0.74 -1.16 1.27 0.14
O 0.00 -1.87 0.49 0.21
C -0.47 0.23 1.49 0.04
N 0.61 0.73 0.85 0.15
C 0.96 1.98 1.07 -0.01
C 0.27 2.82 1.93 0.06
C -0.88 2.35 2.55 -0.01
C -1.28 1.04 2.33 0.05
H -8.99 6.85 5.19 0.00
H -8.87 5.08 5.33 0.00
H -8.74 5.86 3.73 0.00
H -4.70 6.29 5.59 0.00
H -2.96 4.56 5.21 0.00
H -5.90 2.04 3.39 0.01
H -7.62 3.74 3.80 0.00
H -3.52 -1.38 3.25 0.01
H -2.05 -2.76 1.84 0.00
H 1.84 2.33 0.55 0.00
H 0.62 3.83 2.10 0.00
H -1.45 2.99 3.21 0.00
C 2.90 -1.38 -4.33 0.00
Si 1.02 -1.48 -3.99 0.00
C 0.08 -3.14 -3.96 0.00
C 0.40 -0.65 -5.62 0.00
C 0.49 -0.44 -2.43 -0.01
C 1.29 0.78 -2.47 0.01
C 1.16 1.95 -3.22 0.00
C 2.12 2.94 -3.08 0.00
C 3.17 2.76 -2.18 0.00
C 3.22 1.60 -1.44 0.01
N 2.31 0.63 -1.60 0.02
Si -1.41 -0.12 -2.32 0.00
C -2.31 -1.59 -1.50 0.00
C -2.34 0.16 -3.99 0.00
C -1.75 1.53 -1.42 0.00
H 3.17 -2.01 -5.17 0.00
H 3.50 -1.68 -3.48 0.00
H 3.18 -0.36 -4.59 0.00
H 0.69 -3.92 -4.39 0.00
H -0.84 -3.07 -4.52 0.00
H -0.16 -3.43 -2.95 0.00
H 0.94 -1.09 -6.46 0.00
H 0.59 0.42 -5.64 0.00
H -0.65 -0.81 -5.80 0.00
H 0.33 2.06 -3.89 0.00
H 2.05 3.84 -3.66 0.00
H 3.92 3.52 -2.04 0.00
H 4.01 1.43 -0.72 0.00
H -2.86 -2.18 -2.22 0.00
H -3.01 -1.24 -0.75 0.00
H -1.60 -2.25 -1.00 0.00
H -2.58 -0.77 -4.49 0.00
H -1.78 0.78 -4.68 0.00
H -3.27 0.67 -3.78 0.00
H -1.42 1.51 -0.39 0.00
H -2.81 1.77 -1.42 0.00
H -1.24 2.36 -1.91 0.00
C 2.53 -6.18 -2.46 0.00
N 2.32 -5.44 -1.24 0.00
C 2.16 -6.04 -0.06 0.00
C 2.03 -5.32 1.08 0.00
C 2.07 -3.90 0.97 0.01
N 2.12 -3.32 -0.21 0.08
C 2.27 -4.02 -1.35 0.00
O 2.38 -3.52 -2.45 0.01
N 2.09 -3.14 2.06 0.00
H 2.89 -7.18 -2.23 0.00
H 3.25 -5.64 -3.08 0.00
H 1.60 -6.26 -3.03 0.00
H 2.15 -7.12 -0.06 0.00
H 1.94 -5.79 2.05 0.00
H 1.98 -3.54 2.98 0.00
H 2.21 -2.13 1.93 0.00

101
Properties=species:S:1:pos:R:3:lowdin_charge:R:1 method="wB97M-V/def2-TZVPD" lumo_ev=-9.1 homo_lumo_gap_ev=6.06 total_charge=+3 spin_multiplicity=1 e_tot_ev=-76074.86850
Zr 0.38 0.08 -0.24 1.86
C 0.68 3.53 2.68 -0.01
C 0.95 2.61 1.55 -0.27
N 0.38 1.47 1.38 -0.21
N -0.42 0.79 2.24 -0.03
C 0.11 0.54 3.49 -0.92
N -0.84 0.12 4.35 0.10
S 1.71 0.66 3.95 0.72
C 1.83 2.96 0.42 -0.19
C 2.62 4.09 0.42 0.04
C 3.42 4.36 -0.69 0.01
C 3.38 3.48 -1.76 0.00
C 2.57 2.36 -1.68 -0.13
N 1.81 2.08 -0.61 0.01
H -0.31 3.31 3.10 0.10
H 1.40 3.39 3.49 0.08
H 0.71 4.57 2.36 0.09
H -1.81 0.19 4.10 0.11
H -0.58 -0.07 5.30 0.11
H 2.62 4.75 1.27 0.13
H 4.05 5.23 -0.71 0.14
H 3.98 3.65 -2.65 0.13
H 2.52 1.67 -2.50 0.10
C 0.12 -4.58 -0.45 -0.05
C 0.55 -3.26 -0.52 -0.08
N -0.29 -2.25 -0.30 -0.01
C -1.56 -2.56 0.02 -0.20
C -1.96 -3.89 0.10 -0.02
N -1.13 -4.89 -0.13 0.15
C -2.44 -1.40 0.28 -0.18
C -3.76 -1.53 0.69 0.09
C -4.56 -0.40 0.83 -0.09
C -3.99 0.83 0.49 0.09
C -2.66 0.89 0.13 -0.20
N -1.88 -0.21 0.04 -0.01
C -2.05 2.12 -0.41 -0.20
C -2.55 3.40 -0.18 -0.03
N -2.10 4.45 -0.85 0.14
C -1.17 4.23 -1.77 -0.06
C -0.59 2.98 -1.94 -0.08
N -1.01 1.93 -1.23 0.03
C -5.96 -0.50 1.27 -0.18
C -6.33 -1.46 2.21 0.00
C -7.66 -1.51 2.61 -0.10
N -8.60 -0.70 2.13 0.10
C -8.24 0.20 1.22 -0.10
C -6.94 0.35 0.77 0.00
H 0.81 -5.39 -0.64 0.13
H 1.57 -3.01 -0.75 0.10
H -2.98 -4.16 0.35 0.13
H -4.18 -2.51 0.87 0.13
H -4.59 1.73 0.51 0.13
H -3.32 3.58 0.56 0.14
H -0.85 5.07 -2.37 0.13
H 0.21 2.83 -2.64 0.11
H -5.62 -2.13 2.66 0.12
H -7.98 -2.23 3.36 0.12
H -9.03 0.83 0.84 0.12
H -6.73 1.09 0.01 0.12
C -1.25 -0.71 -3.13 -0.02
N -0.11 -0.12 -3.82 -0.08
C -0.19 0.08 -5.27 -0.08
C 1.26 -0.03 -5.72 -0.08
N 2.00 -0.27 -4.47 -0.05
C 3.45 -0.43 -4.63 -0.01
C 1.17 -0.31 -3.41 -0.34
N 1.45 -0.47 -2.11 -0.09
C 2.83 -0.85 -1.72 -0.21
C 3.21 -0.55 -0.27 -0.23
N 2.13 -0.84 0.71 -0.07
C 2.57 -1.50 1.80 -0.39
N 1.90 -2.44 2.50 -0.06
C 0.47 -2.53 2.71 -0.04
C 2.72 -2.91 3.62 -0.09
C 4.12 -2.45 3.23 -0.07
N 3.84 -1.41 2.24 -0.09
C 4.69 -0.24 2.14 -0.03
H -1.99 -0.99 -3.88 0.11
H -1.73 -0.01 -2.45 0.06
H -0.95 -1.61 -2.60 0.08
H -0.63 1.05 -5.50 0.13
H -0.82 -0.69 -5.71 0.13
H 1.62 0.89 -6.19 0.14
H 1.43 -0.86 -6.41 0.14
H 3.63 -0.54 -5.70 0.11
H 3.81 -1.33 -4.15 0.10
H 4.00 0.44 -4.29 0.10
H 3.58 -0.32 -2.31 0.09
H 2.97 -1.92 -1.92 0.12
H 3.55 0.48 -0.18 0.09
H 4.08 -1.18 -0.08 0.13
H -0.07 -1.80 2.13 0.04
H 0.27 -2.31 3.76 0.09
H 0.12 -3.54 2.48 0.10
H 2.64 -3.99 3.72 0.14
H 2.37 -2.43 4.54 0.12
H 4.72 -3.25 2.78 0.14
H 4.67 -2.03 4.07 0.14
H 5.11 -0.05 3.13 0.11
H 4.10 0.63 1.86 0.07
H 5.51 -0.38 1.43 0.10

95
Properties=species:S:1:pos:R:3:lowdin_spin:R:1 method="wB97M-V/def2-TZVPD" lumo_ev="1.4 / 1.4" homo_lumo_gap_ev="6.34 / 6.32" total_charge=-1 spin_multiplicity=3 e_tot_ev=-122597.93412
V 13.77 10.80 14.33 1.94
C 11.43 7.75 14.24 0.00
Si 10.55 9.40 14.14 0.00
C 9.75 9.73 15.85 0.00
C 8.95 8.96 13.27 0.00
C 11.69 10.75 13.51 -0.02
C 12.38 10.50 12.17 0.01
C 11.85 10.00 10.97 0.00
C 12.74 10.00 9.90 0.01
C 13.99 10.62 10.03 0.00
C 14.46 11.03 11.26 0.01
N 13.61 11.01 12.28 0.00
Si 10.75 12.41 13.58 0.00
C 11.28 13.44 12.11 0.00
C 8.93 12.18 13.30 0.00
C 10.87 13.32 15.21 0.00
H 10.69 7.04 14.61 0.00
H 12.35 7.74 14.84 0.00
H 11.66 7.42 13.21 0.00
H 8.93 9.04 16.05 0.00
H 9.35 10.76 15.83 0.00
H 10.37 9.53 16.70 0.00
H 8.31 8.34 13.88 0.00
H 9.12 8.21 12.46 0.00
H 8.34 9.75 12.79 0.00
H 10.98 9.33 10.98 0.00
H 12.52 9.47 9.01 0.00
H 14.70 10.49 9.22 0.00
H 15.43 11.38 11.50 0.00
H 12.32 13.75 12.20 0.00
H 10.53 14.24 11.92 0.00
H 11.11 12.76 11.31 0.00
H 8.74 11.90 12.28 0.00
H 8.41 13.09 13.62 0.00
H 8.35 11.38 13.87 0.00
H 10.24 14.16 15.22 0.00
H 11.92 13.56 15.38 0.00
H 10.51 12.61 16.03 0.00
N 16.05 14.98 14.00 0.00
C 16.16 13.94 14.98 0.00
C 14.82 13.43 15.43 0.01
O 14.35 13.90 16.45 0.01
O 14.25 12.49 14.77 0.03
H 16.58 14.64 13.24 0.00
H 16.39 15.90 14.30 0.00
H 16.70 14.22 15.93 0.00
H 16.71 13.08 14.58 0.00
C 11.56 10.66 19.88 0.00
C 11.95 11.74 19.11 0.00
C 12.66 11.48 17.97 0.00
C 13.00 10.19 17.57 0.00
C 12.59 9.10 18.31 0.00
C 11.83 9.38 19.44 0.00
N 13.86 10.02 16.45 0.01
N 14.79 9.26 16.73 0.03
C 15.67 9.01 15.67 0.00
C 16.90 8.45 15.99 0.00
C 17.78 8.25 14.93 0.00
C 17.36 8.53 13.60 0.00
C 16.12 9.09 13.30 0.00
C 15.28 9.36 14.35 -0.02
H 11.09 10.67 20.83 0.00
H 11.80 12.77 19.35 0.00
H 13.06 12.35 17.48 0.00
H 12.91 8.09 17.94 0.00
H 11.45 8.55 20.03 0.00
H 17.26 8.14 16.98 0.00
H 18.82 8.01 15.10 0.00
H 18.07 8.39 12.84 0.00
H 15.96 9.35 12.24 0.00
S 21.01 12.99 11.87 0.00
P 19.45 11.93 11.22 0.00
S 17.68 12.00 12.10 0.00
C 19.93 10.13 11.32 0.00
C 19.65 9.32 10.25 0.00
C 19.84 7.96 10.44 0.00
C 20.37 7.48 11.60 0.00
C 20.79 8.33 12.64 0.00
C 20.52 9.70 12.50 0.00
C 19.09 12.15 9.43 0.00
C 17.80 12.41 8.95 0.00
C 17.59 12.59 7.59 0.00
C 18.59 12.71 6.66 0.00
C 19.94 12.56 7.16 0.00
C 20.16 12.23 8.50 0.00
H 19.26 9.78 9.33 0.00
H 19.59 7.22 9.70 0.00
H 20.49 6.40 11.76 0.00
H 21.23 7.98 13.58 0.00
H 20.86 10.44 13.18 0.00
H 16.99 12.37 9.71 0.00
H 16.55 12.69 7.22 0.00
H 18.31 12.96 5.64 0.00
H 20.76 12.56 6.47 0.00
H 21.19 12.04 8.75 0.00